[1]
Here is a structure of composition C55H59GeN2OPd at a distorted geometry from OMol25. Energies are from ωB97M-V with the def2-TZVPD basis set.

Geometry as XYZ:
```
119
Properties=species:S:1:pos:R:3:forces:R:3
Pd -0.8640 0.0613 -0.7832 -0.342 0.072 -0.270
C 5.0142 0.9989 -1.3476 -0.136 0.064 -0.175
C 3.5793 1.0450 -1.8953 0.078 0.192 0.273
C 2.6784 1.7184 -0.8777 0.062 0.044 -0.407
C 3.1340 -0.3329 -2.3441 -0.227 0.057 0.077
C 3.8406 -0.8383 -3.4319 0.003 -0.198 -0.128
C 3.6302 -2.1027 -3.9361 0.011 0.035 0.012
C 2.6683 -2.9030 -3.3514 0.062 0.121 0.014
C 1.9011 -2.4249 -2.3065 -0.189 0.152 0.455
C 0.7611 -3.2631 -1.7833 -0.140 -0.140 -0.020
C 1.1113 -4.7442 -1.6661 -0.040 0.192 0.054
C -0.4457 -3.0224 -2.6975 0.070 0.203 0.285
C 2.1155 -1.1274 -1.7808 1.044 -0.348 -0.910
N 1.2485 -0.7229 -0.7649 -1.578 0.276 1.955
C 1.4494 -0.9839 0.5138 0.775 0.339 -2.163
C 0.4395 -0.9065 1.5344 -2.527 0.439 0.683
N -0.8772 -0.7528 1.3186 2.247 -0.703 -1.642
C -1.7696 -1.3253 2.2097 -0.752 -0.170 1.544
C -2.8674 -0.6153 2.7627 0.092 -0.027 -0.171
C -3.5951 -1.1870 3.7949 0.041 -0.173 0.192
C -3.2763 -2.4260 4.3169 -0.012 -0.064 -0.007
C -2.2929 -3.1719 3.6988 -0.156 0.124 0.072
C -1.5716 -2.6721 2.6294 0.119 0.419 -0.295
C -0.6954 -3.6407 1.8678 0.053 -0.171 -0.021
C 0.3283 -4.3747 2.7351 -0.011 0.188 -0.140
C -1.6150 -4.6567 1.1801 0.214 0.128 -0.109
C -3.3328 0.7431 2.2937 0.208 0.076 -0.093
C -2.2406 1.7993 2.3930 -0.157 -0.082 -0.070
C -3.8602 0.6603 0.8646 0.051 0.086 0.249
C 1.0933 -1.0818 2.8224 0.631 -0.004 0.739
C 0.7013 -0.9935 4.1374 -0.113 0.068 -0.510
C 1.6645 -1.2065 5.1405 0.219 -0.047 0.292
C 2.9796 -1.4968 4.8700 -0.021 -0.034 -0.044
C 3.4253 -1.5705 3.5278 -0.209 0.022 -0.165
C 4.7292 -1.8513 3.0527 0.049 -0.056 -0.078
C 4.9700 -1.9159 1.7015 0.270 -0.059 0.285
C 3.9737 -1.6799 0.7316 -0.351 0.031 -0.135
C 2.7081 -1.3622 1.1603 0.526 -0.235 0.358
C 2.4578 -1.3460 2.5522 -0.148 -0.008 -0.087
H 5.3795 2.0123 -1.1914 0.051 0.087 0.046
H 5.6923 0.4913 -2.0292 0.102 -0.029 -0.045
H 5.0384 0.4802 -0.3915 0.014 -0.027 0.097
H 3.5844 1.6747 -2.7948 0.009 -0.090 0.037
H 2.7350 1.2250 0.0880 -0.051 -0.024 0.091
H 1.6490 1.7088 -1.2329 0.101 0.066 0.169
H 2.9816 2.7516 -0.7294 0.033 0.170 -0.020
H 4.5882 -0.2131 -3.8968 0.104 0.139 -0.006
H 4.1996 -2.4617 -4.7788 0.109 -0.029 -0.093
H 2.5079 -3.9028 -3.7228 -0.085 -0.104 -0.056
H 0.4937 -2.9153 -0.7813 0.048 -0.075 -0.199
H 1.1979 -5.2188 -2.6396 0.032 -0.103 -0.128
H 0.3343 -5.2651 -1.1114 -0.072 -0.083 -0.001
H 2.0531 -4.8654 -1.1342 0.090 -0.098 0.044
H -0.1894 -3.2429 -3.7331 0.009 -0.028 -0.072
H -0.7460 -1.9657 -2.6329 -0.053 -0.265 -0.142
H -1.2812 -3.6545 -2.4027 -0.156 -0.015 0.016
H -4.4187 -0.6292 4.2197 -0.023 0.080 0.022
H -3.8073 -2.8248 5.1672 -0.115 -0.029 0.073
H -2.0890 -4.1703 4.0537 0.027 -0.166 -0.012
H -0.1461 -3.1005 1.0942 -0.106 -0.117 0.079
H -0.1554 -5.0443 3.4427 -0.048 -0.083 0.082
H 0.9447 -3.6731 3.2901 0.096 0.014 0.110
H 0.9790 -4.9696 2.0975 0.090 -0.126 -0.026
H -2.1855 -5.2144 1.9176 -0.099 -0.075 0.090
H -1.0302 -5.3648 0.6000 0.070 -0.146 -0.102
H -2.3157 -4.1599 0.5123 -0.113 0.031 -0.068
H -4.1611 1.0454 2.9477 0.114 -0.108 -0.066
H -1.5071 1.6215 1.6077 -0.044 0.165 0.178
H -1.7444 1.7594 3.3597 0.147 0.038 0.116
H -2.6716 2.7889 2.2636 0.051 0.145 -0.060
H -3.0374 0.3612 0.2017 -0.298 0.084 -0.035
H -4.2328 1.6329 0.5497 -0.014 0.050 -0.142
H -4.6677 -0.0653 0.8016 -0.080 -0.116 -0.095
H -0.3191 -0.7748 4.4095 -0.147 -0.014 0.054
H 1.3420 -1.1483 6.1700 0.006 0.003 0.094
H 3.6781 -1.6792 5.6741 0.035 0.028 0.101
H 5.5287 -2.0278 3.7601 0.058 -0.016 0.002
H 5.9695 -2.1489 1.3571 0.014 -0.010 0.015
H 4.2267 -1.7598 -0.3155 -0.027 0.035 -0.033
C -5.2668 4.5699 -0.9586 -0.145 0.028 0.044
C -4.9889 3.5946 -1.9030 -0.155 -0.047 -0.119
C -3.7441 2.9972 -1.9252 0.111 -0.150 -0.112
C -2.7597 3.3508 -1.0107 0.419 -0.539 0.045
C -3.0488 4.3306 -0.0708 0.274 -0.059 0.038
C -4.2937 4.9360 -0.0436 -0.138 0.137 0.076
Ge -1.0025 2.4136 -1.1371 0.292 1.103 -0.312
C 0.1771 3.4310 0.1303 -0.419 -0.637 -0.308
C 0.4627 4.7841 0.0276 -0.079 0.015 -0.188
C 1.2831 5.4028 0.9580 0.053 0.235 0.055
C 1.8219 4.6793 2.0081 0.110 0.029 0.049
C 1.5391 3.3301 2.1216 0.065 -0.080 0.176
C 0.7283 2.7198 1.1876 -0.093 -0.153 0.004
C -0.5388 2.8503 -3.0299 -0.042 -0.317 0.622
C -0.9172 4.0625 -3.5918 -0.065 0.119 0.085
C -0.6310 4.3470 -4.9154 0.012 0.180 -0.130
C 0.0451 3.4217 -5.6949 0.042 0.070 -0.079
C 0.4211 2.2069 -5.1462 0.108 -0.080 -0.199
C 0.1202 1.9219 -3.8255 0.094 -0.246 0.161
H -6.2413 5.0402 -0.9399 -0.009 0.018 0.029
H -5.7435 3.2967 -2.6180 -0.062 0.029 -0.057
H -3.5124 2.2465 -2.6749 -0.081 0.006 -0.060
H -2.2836 4.6291 0.6357 -0.031 0.010 0.084
H -4.5078 5.6915 0.6994 -0.011 0.085 0.029
H 0.0510 5.3589 -0.7911 -0.030 0.112 -0.071
H 1.4995 6.4590 0.8755 0.009 0.070 -0.069
H 2.4716 5.1567 2.7286 -0.005 0.077 0.036
H 1.9472 2.7472 2.9338 0.099 -0.048 0.121
H 0.5297 1.6563 1.2652 0.047 0.027 0.058
H -1.4561 4.7856 -2.9915 -0.038 0.061 -0.015
H -0.9341 5.2947 -5.3423 -0.004 0.024 -0.008
H 0.2795 3.6525 -6.7267 -0.013 -0.030 -0.003
H 0.9491 1.4835 -5.7532 0.009 -0.070 -0.013
H 0.3903 0.9554 -3.4005 0.043 0.082 -0.082
C -3.4159 -1.8463 -1.4549 -0.108 -0.274 0.059
O -2.9099 -0.7091 -2.1328 0.169 0.318 -0.120
H -4.3161 -1.6051 -0.8887 0.041 -0.035 0.084
H -2.6277 -2.1642 -0.7649 -0.229 -0.075 -0.067
H -3.6423 -2.6499 -2.1631 0.075 -0.020 0.102
H -3.6305 -0.2546 -2.5810 0.089 0.061 0.043
```
Forces are in eV/Å.

HOMO energy (spin up / spin down) in eV: -6.2 / -7.3
2S+1: 2
ΔE to the lowest compared entry with this formula, charge and spin in kcal/mol: 12.4
HOMO-LUMO gap (spin up / spin down) in eV: 4.88 / 6.17
LUMO energy (spin up / spin down) in eV: -1.37 / -1.13

Results of the Mulliken charge analysis, in e, for atoms 1 through 8: atom 1 (Pd): -0.19, atom 2 (C): -1.78, atom 3 (C): 0.86, atom 4 (C): -1.31, atom 5 (C): 0.51, atom 6 (C): -0.78, atom 7 (C): -1.34, atom 8 (C): -0.52

[2]
Here is a structure of composition C5H14AlClO3P from OMol25. Energies are from ωB97M-V with the def2-TZVPD basis set.

Geometry as XYZ:
```
25
Properties=species:S:1:pos:R:3:forces:R:3
C -1.0538 2.5262 -1.2275 0.085 0.068 0.023
C -0.4440 1.4027 -2.0608 -0.053 -0.037 -0.053
C 0.1362 0.2470 -1.2318 0.006 -0.067 -0.007
C -0.8122 -0.3894 -0.2024 -0.068 -0.070 -0.138
C -1.8285 -1.3117 -0.8919 -0.132 0.015 -0.033
Al 0.0858 -1.3416 1.2880 -0.184 0.073 0.149
Cl 0.6908 -3.3895 0.7335 0.120 -0.113 -0.024
P 2.1760 -0.3012 1.9295 0.005 -0.047 -0.122
O 2.8232 0.7173 1.0697 -0.004 0.016 0.068
O 3.2384 -1.5108 2.2647 0.058 0.113 0.197
O 1.9675 0.3731 3.4165 0.139 0.122 -0.034
H -1.9808 2.2199 -0.7405 0.016 -0.024 -0.004
H -0.3574 2.8403 -0.4450 -0.024 -0.005 -0.009
H -1.2795 3.4001 -1.8448 -0.006 -0.028 0.001
H -1.1923 1.0263 -2.7684 -0.010 0.011 0.045
H 0.3645 1.8220 -2.6688 -0.018 -0.035 -0.030
H 0.4393 -0.5417 -1.9323 0.098 0.018 0.046
H 1.0594 0.5910 -0.7552 -0.069 0.086 0.043
H -1.3882 0.4052 0.2923 0.105 0.016 0.074
H -2.5055 -1.7901 -0.1760 0.019 0.034 0.003
H -1.3203 -2.1186 -1.4285 0.014 0.020 0.020
H -2.4600 -0.7825 -1.6192 0.038 -0.002 0.001
H -0.7847 -1.4605 2.6457 0.036 0.016 -0.028
H 2.7841 -2.3601 2.3032 -0.077 -0.094 -0.198
H 1.6421 -0.2733 4.0500 -0.093 -0.084 0.008
```
Forces are in eV/Å.

HOMO energy in eV: -5.2
HOMO-LUMO gap in eV: 8.48
LUMO energy in eV: 3.33
Net charge: -1

Results of the Mulliken charge analysis, in e, for atoms 1 through 8: atom 1 (C): -1.15, atom 2 (C): -0.40, atom 3 (C): -0.78, atom 4 (C): 0.62, atom 5 (C): -1.60, atom 6 (Al): 0.38, atom 7 (Cl): -0.46, atom 8 (P): 0.70